DFT (ωB97M-V/def2-TZVPD) results for a 9-piece molecular cluster, C34H36Cl10O16 overall at a distorted geometry.

The geometry in XYZ format:
```
96
Properties=species:S:1:pos:R:3
O 1.31 8.88 -4.86
C 0.46 8.09 -5.21
C 0.25 7.68 -6.56
C -0.64 6.71 -6.99
O -0.61 6.12 -8.22
C -1.64 6.09 -6.11
O -2.48 5.20 -6.42
C -1.53 6.64 -4.76
C -0.56 7.46 -4.33
O -0.44 7.80 -3.03
H 0.84 8.04 -7.39
H -1.25 5.40 -8.27
H -2.22 6.19 -4.06
H 0.20 8.50 -2.92
O 5.92 1.88 -10.05
C 5.75 2.04 -8.83
C 6.83 2.37 -7.83
C 6.72 2.68 -6.57
O 7.79 3.05 -5.76
C 5.49 2.45 -5.84
O 5.31 2.60 -4.63
C 4.33 1.95 -6.71
C 4.44 1.88 -8.08
O 3.43 1.31 -8.75
H 7.82 2.49 -8.25
H 7.39 3.16 -4.89
H 3.37 1.64 -6.31
H 3.63 1.37 -9.69
O 4.18 2.97 9.03
C 3.67 3.03 7.96
C 3.79 2.00 6.88
C 3.38 2.11 5.58
O 3.54 1.10 4.71
C 2.78 3.34 5.00
O 2.34 3.41 3.91
C 2.59 4.33 6.05
C 3.00 4.24 7.36
O 2.78 5.22 8.32
H 4.02 1.02 7.27
H 2.91 1.04 3.99
H 2.06 5.22 5.74
H 2.82 4.88 9.21
O -1.32 -9.40 -4.40
C -0.31 -9.34 -3.70
C -0.28 -8.52 -2.47
C 0.83 -8.39 -1.72
O 0.85 -7.69 -0.53
C 2.15 -9.05 -1.92
O 3.13 -9.10 -1.20
C 2.10 -9.86 -3.12
C 1.02 -9.96 -3.94
O 1.08 -10.75 -5.00
H -1.11 -8.07 -1.97
H 1.64 -7.99 -0.06
H 2.87 -10.59 -3.34
H 0.21 -10.79 -5.39
Cl 7.33 -3.08 -4.23
C 6.48 -3.09 -2.82
C 7.23 -2.61 -1.62
Cl 8.35 -3.84 -1.06
H 6.00 -4.06 -2.65
H 5.68 -2.36 -2.91
H 6.52 -2.46 -0.82
H 7.73 -1.64 -1.72
Cl -11.48 0.75 7.87
C -10.87 -0.84 8.28
C -9.44 -1.11 7.66
Cl -9.56 -1.39 5.93
H -11.65 -1.55 8.03
H -10.82 -0.87 9.37
H -8.98 -2.03 8.05
H -8.64 -0.38 7.80
Cl -6.00 5.40 2.23
C -5.37 6.61 3.43
C -6.06 6.12 4.70
Cl -5.64 7.39 5.88
H -5.54 7.63 3.09
H -4.31 6.38 3.49
H -5.71 5.11 4.94
H -7.14 6.10 4.54
Cl -5.42 -7.39 3.81
C -4.24 -7.73 5.09
C -4.71 -7.25 6.48
Cl -3.44 -7.53 7.68
H -3.31 -7.25 4.81
H -4.32 -8.82 5.10
H -5.70 -7.64 6.71
H -4.67 -6.16 6.51
Cl -2.08 -0.76 2.77
C -2.79 -0.97 1.13
C -2.14 -0.12 0.11
Cl -0.46 -0.59 -0.31
H -3.85 -0.76 1.22
H -2.67 -2.02 0.86
H -2.25 0.90 0.49
H -2.69 -0.17 -0.83
```

Energy relative to the best compared isomer or geometry (same formula, charge and spin)   108.0 kcal per mole
Charge   0
SMILES   O=C1C=C(O)C(=O)C=C1O.O=C1C=C(O)C(=O)C=C1O.O=C1C=C(O)C(=O)C=C1O.O=C1C=C(O)C(=O)C=C1O.ClCCCl.ClCCCl.ClCCCl.ClCCCl.ClCCCl
Highest occupied orbital energy   -9.611 eV

DFT (ωB97M-V/def2-TZVPD) results for C37H60AuN7O3P3S as an isolated structure at a distorted geometry.

The geometry in XYZ format:
```
112
Properties=species:S:1:pos:R:3
Au 0.15 -0.67 -0.34
C -3.05 0.33 -0.13
P -1.61 0.92 -1.08
C -1.85 0.24 -2.78
N -3.01 0.44 -3.35
C -3.23 -0.07 -4.59
C -4.47 0.15 -5.23
C -4.68 -0.39 -6.47
C -3.68 -1.15 -7.12
C -2.48 -1.39 -6.51
C -2.23 -0.84 -5.23
N -1.05 -1.06 -4.61
C -0.84 -0.53 -3.44
P 0.68 -1.08 -2.59
C 0.91 -2.78 -3.13
C 2.12 -0.10 -3.27
C 1.84 0.25 -4.74
C 2.24 1.17 -2.43
C 3.38 -0.95 -3.14
C -1.88 2.79 -1.28
C -0.97 3.31 -2.39
C -3.35 3.03 -1.61
C -1.53 3.44 0.07
H -3.92 0.29 -0.79
H -3.23 1.01 0.70
H -2.83 -0.66 0.27
H -5.22 0.75 -4.74
H -5.63 -0.22 -6.97
H -3.87 -1.55 -8.10
H -1.70 -1.97 -6.99
H 1.05 -2.78 -4.21
H 0.03 -3.36 -2.87
H 1.79 -3.20 -2.64
H 1.07 1.02 -4.83
H 1.52 -0.62 -5.32
H 2.76 0.63 -5.19
H 1.29 1.70 -2.41
H 2.98 1.84 -2.87
H 2.53 0.94 -1.41
H 3.38 -1.78 -3.84
H 3.51 -1.34 -2.12
H 4.25 -0.33 -3.37
H -1.19 2.85 -3.35
H 0.08 3.17 -2.15
H -1.13 4.39 -2.49
H -3.70 2.42 -2.44
H -3.46 4.08 -1.89
H -4.00 2.85 -0.75
H -0.47 3.65 0.15
H -1.84 2.83 0.92
H -2.06 4.40 0.15
C 4.56 -1.17 0.96
N 4.48 0.03 1.80
C 5.61 0.26 2.70
P 3.11 0.94 1.78
O 1.91 0.18 1.34
N 3.38 2.26 0.88
C 2.22 3.10 0.54
C 4.68 2.94 0.79
N 2.95 1.36 3.44
C 3.13 2.69 3.97
C 2.75 0.29 4.41
H 4.81 -2.04 1.56
H 5.35 -1.03 0.22
H 3.62 -1.34 0.45
H 5.68 -0.55 3.44
H 5.50 1.20 3.24
H 6.54 0.28 2.14
H 1.31 2.51 0.60
H 2.34 3.46 -0.49
H 2.14 3.98 1.19
H 5.50 2.23 0.92
H 4.79 3.74 1.53
H 4.78 3.38 -0.20
H 3.24 3.42 3.17
H 4.01 2.72 4.62
H 2.25 2.94 4.58
H 2.66 -0.66 3.90
H 1.85 0.50 4.99
H 3.61 0.26 5.10
O -0.61 -1.73 1.55
S -0.24 -1.34 2.99
C -0.61 -2.76 3.98
C 0.22 -2.97 5.07
C -0.01 -4.06 5.90
C -1.06 -4.92 5.62
C -1.87 -4.71 4.51
C -1.64 -3.63 3.67
C -1.49 -0.17 3.45
C -2.80 -0.51 3.78
C -3.72 0.50 4.00
C -3.35 1.83 3.90
C -2.04 2.17 3.58
C -1.11 1.17 3.35
H 1.04 -2.29 5.28
H 0.63 -4.24 6.76
H -1.24 -5.77 6.26
H -2.68 -5.40 4.30
H -2.27 -3.47 2.81
H -3.10 -1.55 3.89
H -4.74 0.24 4.26
H -4.08 2.61 4.07
H -1.74 3.21 3.52
H -0.08 1.41 3.07
N -2.68 -3.53 0.13
C -2.62 -3.11 -1.16
N -3.54 -3.60 -2.02
O -1.77 -2.29 -1.54
H -3.32 -4.24 0.43
H -1.96 -3.20 0.75
H -4.22 -4.29 -1.77
H -3.48 -3.31 -2.98
```

Charge   +3
<S²>   2.012
2S+1   3
Highest occupied orbital energy (alpha / beta)   -15.239 / -15.300 eV

DFT (ωB97M-V/def2-TZVPD) results for a 3-piece molecular cluster, C20H33F5N2O2 overall at a distorted geometry.

The geometry in XYZ format:
```
62
Properties=species:S:1:pos:R:3
O 0.34 0.52 -2.78
C 1.52 0.22 -2.50
C 2.43 -0.72 -3.44
C 3.34 -1.62 -2.81
C 3.29 -1.61 -1.20
O 3.31 -2.67 -0.55
C 3.17 -0.15 -0.54
C 4.01 0.27 0.75
F 3.24 0.91 1.74
F 4.68 -0.88 1.25
C 5.21 1.23 0.20
F 6.14 1.54 1.19
F 4.72 2.42 -0.38
F 5.79 0.49 -0.88
C 2.27 0.75 -1.18
H 2.38 -0.62 -4.57
H 4.05 -2.30 -3.38
H 2.13 1.80 -0.75
C -1.48 1.75 -0.43
C -1.58 2.95 0.50
N -0.82 4.11 0.05
C -0.70 5.15 1.07
C -1.98 5.86 1.51
C -1.10 4.58 -1.30
C -2.54 5.01 -1.61
H -0.44 1.46 -0.58
H -2.01 0.89 0.01
H -1.94 1.94 -1.40
H -1.20 2.63 1.48
H -2.64 3.20 0.65
H 0.02 5.91 0.73
H -0.24 4.71 1.96
H -2.33 6.57 0.77
H -1.79 6.42 2.43
H -2.79 5.15 1.73
H -0.82 3.80 -2.00
H -0.43 5.41 -1.54
H -3.28 4.31 -1.21
H -2.68 5.04 -2.70
H -2.76 6.00 -1.23
C -1.06 -6.53 0.05
C -0.55 -5.10 0.13
N -1.60 -4.10 0.25
C -1.12 -2.73 0.06
C -0.13 -2.18 1.08
C -2.54 -4.28 1.35
C -1.97 -4.32 2.77
H -1.77 -6.65 -0.78
H -0.22 -7.22 -0.12
H -1.55 -6.85 0.97
H 0.02 -4.91 -0.79
H 0.17 -5.03 0.96
H -1.98 -2.06 0.00
H -0.65 -2.68 -0.93
H -0.62 -1.92 2.02
H 0.33 -1.26 0.70
H 0.68 -2.88 1.30
H -3.09 -5.21 1.18
H -3.31 -3.51 1.30
H -1.07 -4.93 2.84
H -2.71 -4.76 3.45
H -1.76 -3.32 3.14
```

Charge   0
SMILES   O=C1C=CC(=O)C(C(F)(F)C(F)(F)F)=C1.CCN(CC)CC.CCN(CC)CC
Highest occupied orbital energy   -8.011 eV

DFT (ωB97M-V/def2-TZVPD) results for one molecule with the formula H2O at a distorted geometry.

The geometry in XYZ format:
```
3
Properties=species:S:1:pos:R:3
O 0.07 0.01 0.42
H 0.70 0.29 -0.29
H -0.78 -0.31 -0.13
```

Energy relative to the best compared isomer or geometry (same formula, charge and spin)   5.2 kcal per mole
Charge   0
SMILES   O
Highest occupied orbital energy   -11.509 eV

DFT (ωB97M-V/def2-TZVPD) results for C21H34AsFeIN5O5 as an isolated structure at a distorted geometry.

The geometry in XYZ format:
```
68
Properties=species:S:1:pos:R:3
Fe 0.27 0.10 -0.14
O -2.39 -0.14 2.94
C -1.80 -0.16 1.87
O -0.65 0.40 1.66
C -2.34 -0.95 0.64
O -3.49 -1.35 0.61
O -1.44 -1.16 -0.25
I 0.60 -0.43 -6.50
C -0.80 -0.06 -4.99
C -2.16 -0.24 -5.25
C -3.05 0.12 -4.21
C -2.61 0.58 -3.02
N -1.23 0.68 -2.77
C -0.33 0.40 -3.80
H -2.51 -0.64 -6.19
H -4.12 0.03 -4.35
H -3.24 0.83 -2.18
H 0.71 0.59 -3.60
C 1.76 -0.14 -1.48
H 1.54 -0.84 -2.28
H 2.56 -0.55 -0.86
H 2.13 0.80 -1.91
C 0.14 -2.60 1.97
N 1.07 -2.00 0.99
C 1.30 -2.99 -0.07
N 1.87 -4.24 0.45
C 0.93 -4.78 1.45
N 0.69 -3.84 2.54
C 1.96 -3.54 3.18
N 2.94 -2.96 2.24
C 2.34 -1.75 1.68
C 3.12 -3.92 1.14
H -0.80 -2.82 1.47
H -0.04 -1.88 2.77
H 2.00 -2.58 -0.81
H 0.35 -3.19 -0.56
H 1.34 -5.71 1.85
H -0.02 -5.00 0.95
H 2.38 -4.45 3.61
H 1.79 -2.82 3.98
H 3.05 -1.30 0.98
H 2.16 -1.04 2.49
H 3.54 -4.84 1.55
H 3.82 -3.50 0.42
C 4.60 1.47 1.37
C 3.52 2.55 1.30
As 1.73 1.76 1.50
C 1.66 1.51 3.44
C 1.83 2.72 4.34
C 0.61 3.34 1.20
C 1.16 4.72 1.58
H 5.60 1.90 1.23
H 4.45 0.72 0.59
H 4.59 0.96 2.33
H 3.54 3.05 0.34
H 3.67 3.31 2.07
H 2.41 0.75 3.66
H 0.68 1.04 3.60
H 2.72 3.31 4.09
H 1.94 2.40 5.38
H 0.96 3.38 4.29
H -0.33 3.12 1.71
H 0.38 3.32 0.14
H 1.33 4.81 2.65
H 0.46 5.49 1.29
H 2.11 4.93 1.08
O -1.52 1.68 -0.77
C -0.81 1.02 -1.48
```

Energy relative to the best compared isomer or geometry (same formula, charge and spin)   55.5 kcal per mole
Charge   -1
<S²>   6.254
2S+1   5
Highest occupied orbital energy (alpha / beta)   -3.632 / -5.202 eV

What are the calculated total energy values for these records? In order: -7122.74417, -3612.04205, -1541.02962, -76.42527, -5267.76156 Eh.